1.
Here is 13 unconnected molecules or ions with the total composition C52H79N4O37 in a non-equilibrium geometry from OMol25. Energies are from ωB97M-V with the def2-TZVPD basis set.

The geometry in ORCA input format:
```
! RIJCOSX wB97M-V def2-TZVPD def2/J DEFGRID3
* xyz 1 1
O -1.86 6.23 2.83
O -3.93 6.06 -2.31
O 0.52 -8.92 4.71
O 8.28 1.81 1.57
O 1.23 0.97 -3.94
O -6.11 6.20 -2.75
O -3.11 -2.55 2.74
O -0.84 -9.54 3.05
O 1.31 2.38 -2.18
O 7.75 8.49 -1.07
O 6.47 3.12 1.35
O 10.69 8.38 6.74
O -11.80 -2.88 -3.98
O 0.06 2.36 1.82
O 7.17 10.23 -2.34
O 6.58 1.66 3.03
O -4.52 -4.14 3.49
O -2.46 -4.02 4.32
O -2.29 5.39 0.80
O 6.75 8.14 -3.06
O 10.76 6.53 0.94
O 10.58 8.25 2.38
O 1.98 2.02 0.73
O 11.76 6.42 6.81
O 0.62 -7.40 -4.00
O -4.65 5.92 -4.44
O -9.01 -3.19 -0.01
O 8.84 6.86 2.01
O -10.28 -3.73 -5.39
O 0.40 -6.29 -5.93
O -3.99 5.80 2.23
O -1.35 -7.73 4.29
O 1.81 3.72 2.19
O 3.00 2.29 -3.65
O -11.24 -5.05 -3.83
O 1.60 -8.16 -5.88
O 10.82 7.25 8.69
N -2.56 -1.66 -1.22
N 0.38 -2.31 0.64
N -0.23 -4.30 -3.39
N -0.50 -2.04 -1.71
C 11.36 8.24 5.48
C -0.62 -2.05 -0.34
C -2.82 5.81 1.99
C -5.42 -2.33 0.46
C -3.16 -4.97 5.14
C -3.99 -1.42 -1.46
C 1.45 -7.82 -7.27
C -0.91 5.77 0.79
C 2.00 0.86 -5.15
C 1.06 -6.36 -7.20
C 10.10 7.30 1.83
C 7.55 10.77 -1.07
C 5.16 3.11 1.95
C 0.07 -4.05 2.32
C 0.98 -10.20 4.28
C -4.81 -1.09 -0.22
C 8.35 9.64 -0.45
C 8.57 5.86 1.02
C -1.88 -1.83 0.00
C 1.80 1.92 -3.16
C 7.18 8.88 -2.24
C 5.43 2.49 3.30
C -6.95 -2.18 0.65
C -3.34 -3.49 3.46
C 1.15 0.89 0.44
C 9.95 5.37 0.67
C -9.89 -3.48 -1.11
C 11.65 6.76 5.43
C 0.35 -10.34 2.92
C -10.58 -2.42 -5.87
C 7.21 2.16 1.95
C 0.70 -2.31 -2.47
C -10.92 -4.49 -0.65
C -0.26 -5.50 2.66
C -1.71 -1.80 -2.19
C -7.70 -2.89 -0.46
C 1.33 2.79 1.64
C 0.75 -3.81 -2.76
C -0.23 1.39 0.81
C -6.00 6.09 -1.32
C -4.87 6.05 -3.28
C 0.45 -3.80 0.89
C -4.34 -5.33 4.27
C -4.55 6.46 -1.08
C 3.35 1.39 -4.70
C -0.59 5.87 2.26
C 0.85 -7.30 -5.16
C -11.12 -4.00 -4.35
C 11.06 7.34 7.53
C -1.37 -6.07 1.75
C -0.62 -8.64 4.04
C -11.22 -1.77 -4.67
H -0.72 1.89 -0.03
H 10.83 6.19 4.99
H 1.27 -2.07 0.21
H -7.21 -2.67 1.58
H -9.28 -3.88 -1.92
H 0.72 -1.72 -3.38
H 8.25 9.59 0.63
H -5.24 -5.56 4.84
H -4.12 -6.16 3.60
H 0.39 -6.06 -8.00
H 1.48 0.05 1.07
H 0.63 -10.96 4.99
H -0.88 -6.45 0.86
H -4.22 -0.50 0.48
H 0.91 -3.74 2.94
H -5.27 -3.22 -0.14
H -11.27 -2.51 -6.72
H 1.24 0.61 -0.60
H 4.75 4.11 2.01
H -0.81 6.72 0.26
H 3.89 1.91 -5.49
H 0.67 -8.44 -7.70
H 4.61 1.89 3.67
H 1.58 -2.06 -1.88
H -1.91 -6.88 2.21
H -7.24 -1.14 0.68
H -10.34 -2.54 -1.44
H 5.70 3.23 4.05
H 2.04 -0.17 -5.49
H -3.46 -4.47 6.07
H 10.28 4.55 1.31
H -2.52 -5.82 5.37
H 1.58 -4.42 -2.40
H 4.50 2.50 1.33
H -11.19 -5.12 -1.50
H -11.83 -4.02 -0.30
H -6.22 5.06 -1.03
H 2.07 -10.23 4.25
H -4.45 -2.29 -1.91
H -2.28 -1.80 1.00
H -4.05 -0.59 -2.17
H -11.99 -1.04 -4.93
H 1.93 -5.70 -7.19
H 2.38 -7.99 -7.80
H 7.93 5.08 1.41
H 10.72 8.58 4.67
H -0.75 -3.41 2.62
H 8.14 11.68 -1.20
H 6.65 11.01 -0.50
H -4.95 -2.49 1.42
H -0.20 -4.33 0.20
H -4.12 5.94 -0.24
H 12.57 6.53 4.90
H 9.40 9.68 -0.72
H -6.70 6.75 -0.82
H -7.74 -2.24 -1.34
H 0.09 -11.36 2.66
H -7.22 -3.83 -0.76
H -4.42 7.53 -0.95
H 8.07 6.34 0.17
H -0.27 4.92 2.69
H -5.60 -0.43 -0.56
H 1.55 1.49 -5.92
H 12.27 8.85 5.49
H 10.05 5.07 -0.37
H -1.93 -1.73 -3.24
H 0.97 -9.91 2.12
H -9.68 -1.92 -6.21
H -2.04 -5.27 1.42
H 0.15 6.63 2.49
H -0.56 -5.52 3.70
H -0.13 -5.31 -3.51
H 3.99 0.60 -4.29
H -10.49 -1.29 -4.01
H -0.87 0.60 1.19
H 0.65 -6.08 2.51
H 1.46 -4.16 0.68
H -0.31 5.02 0.28
H -10.46 -5.13 0.09
*
```

The value obtained for the molar mass is 1352.20 g/mol. The calculation puts the strongest force on any atom at 2.344 eV/A. As for the HOMO energy: -11.14 eV. The lowest unoccupied orbital energy is -2.3 eV. The HOMO-LUMO gap comes out at 8.9 eV.

***

2.
Here is a molecular structure, C52H83AsCl3N6PRbSbSi3 from OMol25. Energies are from ωB97M-V with the def2-TZVPD basis set.

The geometry in ORCA input format:
```
! RIJCOSX wB97M-V def2-TZVPD def2/J DEFGRID3
* xyz 2 1
Sb -2.78 -2.09 -1.84
Rb 0.42 -0.29 -0.72
As 0.42 3.98 0.76
Cl 0.88 3.03 -5.71
Cl -1.24 1.09 -6.17
Cl -1.88 3.71 -5.10
P 0.99 -3.05 1.33
Si -1.74 4.96 0.90
Si 1.46 4.46 2.82
Si 1.48 5.57 -0.66
N 3.06 0.76 -2.09
N -1.43 -0.53 1.80
N -0.37 1.51 -2.72
N 2.58 -1.87 -2.42
N 2.57 -0.39 1.42
N -2.54 1.03 3.94
C -1.30 0.21 4.17
C -3.84 0.66 -2.57
C -2.72 -3.92 2.82
C -0.68 2.42 -5.16
C 3.00 -4.01 -3.42
C -2.59 -3.76 4.19
C 0.61 3.47 4.18
C -1.85 6.74 1.42
C -1.63 -3.74 1.99
C -0.58 0.04 2.83
C -4.22 -1.04 -4.39
C -0.88 -2.88 -4.06
C 2.30 -3.16 -2.59
C 3.22 2.07 -1.96
C 1.15 5.00 -2.42
C -1.36 -3.41 4.73
C 4.08 -3.48 -4.11
C 3.61 -1.36 -3.10
C 1.49 6.26 3.31
C 3.31 5.54 -0.25
C 2.99 -1.36 2.36
C 2.88 -3.55 3.35
C -4.76 -2.92 -1.52
C -1.37 -4.71 -2.38
C 3.91 -3.24 4.22
C -3.29 -0.57 -3.28
C 4.17 2.81 -2.65
C -2.49 4.72 -0.80
C -0.26 -3.24 3.90
C 3.86 0.11 -2.94
C 4.39 -2.14 -3.95
C 2.83 -4.85 0.30
C -2.78 4.01 2.16
C 2.47 -7.18 -0.16
C 5.01 2.13 -3.52
C 3.30 -6.07 -0.15
C -2.66 0.21 1.62
C 1.18 -7.07 0.31
C -4.88 -3.45 -0.09
C -0.50 1.91 -3.79
C 2.38 -2.62 2.43
C 0.94 7.35 -0.55
C 4.85 0.76 -3.66
C -5.16 -4.00 -2.52
C -1.94 -3.55 -3.19
C -0.37 -3.41 2.52
C 0.71 -5.85 0.79
C 1.53 -4.72 0.78
C 4.02 -1.04 3.24
C 3.21 3.78 2.72
C 4.47 -1.96 4.17
C -3.45 0.39 2.92
H -5.90 -3.77 0.12
H -3.56 4.88 -0.78
H 4.27 -3.97 4.92
H 2.45 -4.54 3.37
H 2.43 -0.79 0.50
H 0.51 6.63 3.57
H -2.06 5.42 -1.51
H 0.53 -7.93 0.34
H 1.84 5.49 -3.11
H 0.30 -0.58 2.98
H -1.25 -3.30 5.80
H -2.41 1.19 1.21
H -0.30 -5.80 1.18
H 4.24 3.88 -2.51
H 2.14 6.39 4.17
H -1.31 -2.16 -4.75
H -3.04 1.17 4.82
H -0.46 3.66 4.25
H -0.62 -4.37 -1.65
H 1.72 7.95 -1.03
H 2.84 -8.13 -0.51
H 5.50 0.23 -4.34
H 5.77 2.65 -4.08
H -0.34 -3.63 -4.66
H 3.50 -3.99 0.31
H -2.75 -3.91 -3.82
H -4.23 -4.32 0.05
H 3.24 0.37 1.33
H 1.26 3.92 -2.54
H -2.29 3.71 -1.18
H -4.52 -4.88 -2.44
H -4.32 1.03 2.80
H 0.69 -2.98 4.33
H -4.36 -0.26 -5.13
H 3.72 4.55 -0.07
H -3.44 -3.92 4.84
H 0.80 2.41 4.03
H 3.49 6.14 0.65
H -3.68 -4.19 2.39
H 5.27 -1.70 4.84
H -0.89 -5.44 -3.03
H 3.28 2.97 2.00
H -3.29 -0.29 0.89
H 3.51 3.40 3.69
H -5.43 -2.06 -1.63
H 0.14 5.26 -2.72
H -6.18 -4.33 -2.33
H 0.01 7.53 -1.09
H 1.46 -3.54 -2.01
H 4.32 -6.15 -0.51
H 0.81 7.72 0.47
H -1.63 -0.76 4.55
H -4.02 1.48 -3.27
H -3.75 -0.58 3.33
H 1.88 6.88 2.50
H -2.23 3.88 3.09
H 2.55 2.56 -1.26
H 2.72 -5.05 -3.51
H 3.86 6.01 -1.06
H -3.16 1.03 -1.80
H 4.67 -4.10 -4.77
H -5.21 -1.29 -3.99
H -2.90 7.03 1.45
H 3.93 4.55 2.42
H 1.05 3.75 5.14
H -1.44 6.90 2.42
H -1.34 7.41 0.74
H -5.11 -3.65 -3.55
H -2.28 1.96 3.59
H -0.22 1.02 2.48
H -1.75 -3.83 0.92
H -4.80 0.44 -2.09
H -3.83 -1.92 -4.91
H -3.11 3.06 1.76
H -0.70 0.72 4.91
H -4.60 -2.70 0.66
H 5.22 -1.72 -4.49
H 4.49 -0.07 3.18
H -0.12 -2.36 -3.47
H -1.63 -1.51 2.00
H -3.67 4.60 2.39
H -2.15 -5.23 -1.82
H -2.32 -0.30 -3.73
*
```

Its energy relative to the best compared isomer or geometry (same formula, charge and spin) is 0.069 eV. The value obtained for the molar mass is 1296.02 g/mol. The calculation puts the strongest force on any atom at 0.512 eV/A. As for the HOMO energy: -12.19 eV. The lowest unoccupied orbital energy is -4.1 eV. The HOMO-LUMO gap comes out at 8.0 eV.

***

3.
Here is a molecular structure, C52H85AsInN16O2SSi2 in a non-equilibrium geometry from OMol25. Energies are from ωB97M-V with the def2-TZVPD basis set.

The geometry in ORCA input format:
```
! RIJCOSX wB97M-V def2-TZVPD def2/J DEFGRID3
* xyz 1 1
In 0.02 -0.18 -0.93
As -0.77 2.28 3.42
S -1.03 -0.35 -3.72
Si -2.55 1.66 4.84
Si 0.22 3.93 4.78
O 0.41 -0.46 -3.40
O -1.79 -1.53 -3.38
N -3.78 0.65 -0.17
N -1.51 0.89 -2.81
N -0.99 0.35 -9.59
N -2.29 2.98 -2.33
N 1.53 -3.13 -2.63
N -2.35 -1.18 -0.20
N -0.25 -4.59 -2.60
N 2.40 -1.13 1.39
N 2.61 1.01 -0.46
N -2.74 2.05 -4.47
N 1.23 2.83 -0.83
N 1.05 -1.39 3.26
N 3.34 -1.45 3.56
N -0.21 -2.74 -1.13
N 2.77 2.92 0.91
N -4.61 -1.38 -0.89
C -1.60 -0.94 -7.64
C 0.54 -5.78 -2.86
C -1.09 -3.24 -0.18
C 0.83 -0.92 4.61
C -2.20 1.98 -3.24
C -4.38 -2.55 -1.72
C -2.76 -4.21 1.86
C 2.44 -2.23 -1.94
C 1.55 3.09 5.83
C 3.36 -2.56 4.51
C -0.34 1.11 -7.39
C 1.19 2.76 -2.29
C 1.71 -3.17 -4.08
C -3.34 3.17 -4.81
C -2.18 -2.47 0.25
C -1.65 -1.07 -6.27
C -0.14 -1.52 2.45
C 3.31 4.25 0.67
C 4.65 -0.91 3.27
C -2.77 1.48 0.47
C 6.09 0.87 -1.59
C 5.55 -1.27 -0.62
C -2.06 1.46 6.66
C -2.92 4.09 -2.71
C 4.84 1.36 -1.20
C 2.25 2.22 -0.16
C 4.30 -0.76 -0.15
C 6.42 -0.43 -1.36
C -4.80 1.39 -0.90
C 0.40 3.86 -0.22
C -5.88 -1.37 -0.19
C 3.55 -1.59 0.74
C 2.29 -1.34 2.67
C -3.46 4.26 -3.97
C 5.13 -3.41 0.40
C 3.91 0.56 -0.54
C -3.54 -0.66 -0.41
C 5.94 -2.60 -0.34
C -1.68 -4.76 -2.64
C -0.37 0.96 -6.02
C -0.83 -4.47 0.45
C 3.45 2.17 1.95
C -0.97 0.17 -8.23
C 0.33 -3.46 -2.07
C -3.00 -2.99 1.26
C -1.06 -0.11 -5.46
C -0.96 4.94 5.85
C -3.97 2.91 4.67
C 3.95 -2.90 0.95
C -1.65 -4.96 1.46
C 1.09 5.13 3.60
C -3.16 -0.02 4.22
H -2.14 -1.92 -5.81
H -2.15 -3.78 -2.73
H 5.08 -0.52 4.20
H -1.82 0.42 6.88
H 3.46 -2.60 -2.04
H -2.05 -1.69 -8.28
H -3.50 -2.39 -2.32
H 0.22 -0.01 4.59
H 1.75 -2.15 -4.46
H -5.24 -2.66 -2.38
H -2.14 0.86 1.10
H 6.89 -2.96 -0.71
H 2.39 -1.22 -2.37
H -4.13 -0.27 4.65
H -1.42 -5.90 1.93
H 7.36 -0.85 -1.72
H -2.88 1.76 7.32
H -1.94 -5.35 -3.52
H 2.98 4.63 -0.29
H 0.86 -3.67 -4.54
H 2.63 -3.68 -4.34
H 0.37 5.74 3.06
H 0.14 -1.85 1.46
H 0.14 1.66 -5.38
H -5.92 -0.54 0.52
H -2.09 -5.26 -1.75
H -4.50 3.04 5.61
H 0.28 -6.57 -2.15
H 2.17 3.83 6.34
H 4.50 1.98 1.71
H -6.02 -2.30 0.36
H -0.41 5.73 6.36
H -4.69 2.56 3.93
H -1.72 5.41 5.23
H 0.31 -1.68 5.21
H 4.13 -3.28 4.22
H 0.03 -5.04 0.14
H -0.82 -2.26 2.90
H -3.61 3.89 4.35
H 1.64 1.83 -2.63
H 4.41 4.21 0.66
H -0.67 -0.56 2.37
H -3.85 -2.40 1.60
H -4.34 2.24 -1.39
H 4.58 -0.11 2.55
H 2.93 1.22 2.09
H -5.57 1.76 -0.22
H 0.36 -6.15 -3.87
H 0.18 1.95 -7.84
H 2.40 -3.07 4.53
H -0.60 3.77 -0.64
H -1.21 -0.43 -10.17
H -3.95 5.18 -4.26
H -2.16 1.98 -0.28
H -3.42 -4.59 2.63
H -3.27 2.22 1.09
H 1.69 4.57 2.87
H -6.70 -1.27 -0.90
H 0.76 4.87 -0.43
H 6.78 1.52 -2.12
H -1.19 2.06 6.92
H 3.01 4.95 1.46
H 2.20 2.48 5.20
H -3.27 -0.02 3.13
H 1.12 2.44 6.59
H -0.37 1.03 -9.98
H 2.17 -2.18 -0.89
H 1.60 -5.56 -2.76
H 5.41 -4.44 0.59
H -5.27 0.76 -1.65
H 3.41 2.74 2.88
H -4.28 -3.47 -1.14
H 0.36 3.71 0.85
H 5.34 -1.67 2.88
H -2.46 -0.81 4.48
H 1.76 5.80 4.15
H -1.46 4.33 6.60
H 1.74 3.61 -2.73
H 0.16 2.79 -2.63
H -3.75 3.19 -5.82
H 3.59 -2.20 5.52
H 3.32 -3.53 1.57
H -2.98 4.87 -1.96
H 4.55 2.37 -1.47
H 1.77 -0.68 5.09
*
```

Its energy relative to the best compared isomer or geometry (same formula, charge and spin) is 0.000 eV. The value obtained for the molar mass is 1244.34 g/mol. The calculation puts the strongest force on any atom at 1.379 eV/A. As for the HOMO energy (alpha / beta): -8.93 / -8.92 eV. The lowest unoccupied orbital energy (alpha / beta) is -3.2 / -4.0 eV. The HOMO-LUMO gap (alpha / beta) comes out at 5.7 / 4.9 eV.